Record 1
This record from OMol25 describes the molecule C3H6F2N2 in a non-equilibrium geometry. The level of theory is wB97M-V/def2-TZVPD.

Element x y z (Å)
C: 1.66 0.52 0.14
C: 0.75 -0.63 0.12
C: -0.68 -0.31 -0.40
N: -1.78 -0.67 0.43
F: -3.05 -1.18 -0.37
N: -1.49 0.55 0.60
F: -2.31 1.54 -0.31
H: 1.76 1.07 -0.82
H: 2.69 0.12 0.18
H: 1.47 1.22 0.93
H: 0.62 -0.91 1.24
H: 1.17 -1.43 -0.35
H: -0.81 0.12 -1.41

Properties
**Structure (SMILES)**: CCC1N(F)N1F
**Kohn-Sham gap**: 8.9069 eV
**Energy relative to the best compared isomer or geometry (same formula, charge and spin)**: 166.7 kcal per mole
**Spin multiplicity**: 1
**Strongest force on any atom**: 8.24 eV/Å
**LUMO**: -1.4 eV
**E_tot**: -426.88404 Eh
**HOMO level**: -10.343 eV

Atomic partial charges in e from the Mulliken method, atoms 1 to 8: number 1, C, carries -1.139; number 2, C, carries -0.467; number 3, C, carries 0.140; number 4, N, carries 0.018; number 5, F, carries -0.247; number 6, N, carries -0.059; number 7, F, carries -0.277; number 8, H, carries 0.319


Record 2
This record from OMol25 describes the molecule C3H6F2NP in a non-equilibrium geometry. The level of theory is wB97M-V/def2-TZVPD.

Element x y z (Å)
H: -0.48 2.45 -0.66
N: -0.29 1.58 -1.05
C: 0.25 0.65 0.23
P: 1.29 1.22 1.57
C: 0.29 -0.79 -0.18
C: -0.87 -1.32 -1.06
F: 0.45 -1.53 0.97
F: 1.52 -0.95 -0.77
H: 0.40 2.43 1.92
H: 0.88 0.48 2.61
H: -0.46 -2.01 -1.74
H: -1.26 -0.42 -1.48
H: -1.73 -1.79 -0.35

Properties
**Structure (SMILES)**: [H]/N=C(\P)C(C)(F)F
**Kohn-Sham gap (alpha / beta)**: 9.2703 / 8.2509 eV
**Energy relative to the best compared isomer or geometry (same formula, charge and spin)**: 66.1 kcal per mole
**Spin multiplicity**: 1
**Strongest force on any atom**: 8.76 eV/Å
**LUMO (alpha / beta)**: -0.9 / -0.8 eV
**E_tot**: -713.59446 Eh
**HOMO level (alpha / beta)**: -10.160 / -9.081 eV

Atomic partial charges in e from the Mulliken method, atoms 1 to 8: number 1, H, carries 0.235; number 2, N, carries -0.518; number 3, C, carries -0.030; number 4, P, carries -0.046; number 5, C, carries 1.032; number 6, C, carries -1.216; number 7, F, carries -0.323; number 8, F, carries -0.284


Record 3
This record from OMol25 describes the molecule C3H6F2OS in a non-equilibrium geometry. The level of theory is wB97M-V/def2-TZVPD.

Element x y z (Å)
C: 0.78 0.76 2.08
S: 0.78 0.69 0.43
O: 2.05 0.36 -0.08
C: -0.70 -0.21 -0.32
C: -0.43 -0.88 -1.59
F: -0.84 -1.19 0.65
F: -1.68 0.65 -0.04
H: 0.97 -0.20 2.54
H: -0.26 1.18 2.25
H: 0.41 1.93 0.12
H: 0.69 -0.79 -1.98
H: -0.77 -1.92 -1.58
H: -1.02 -0.39 -2.49

Properties
**Structure (SMILES)**: C=[S@@H](=O)C(C)(F)F
**Kohn-Sham gap**: 8.9312 eV
**Energy relative to the best compared isomer or geometry (same formula, charge and spin)**: 89.8 kcal per mole
**Spin multiplicity**: 1
**Strongest force on any atom**: 4.93 eV/Å
**LUMO**: 0.5 eV
**E_tot**: -790.90196 Eh
**HOMO level**: -8.451 eV

Atomic partial charges in e from the Mulliken method, atoms 1 to 8: number 1, C, carries -0.793; number 2, S, carries 0.513; number 3, O, carries -0.628; number 4, C, carries 0.908; number 5, C, carries -1.130; number 6, F, carries -0.281; number 7, F, carries -0.265; number 8, H, carries 0.315


Record 4
This record from OMol25 describes a cluster of 2 separate species, C3H6F3N in total in a non-equilibrium geometry. The level of theory is wB97M-V/def2-TZVPD.

Element x y z (Å)
C: -0.67 0.75 -0.66
C: 0.00 -0.40 1.36
C: 2.19 -1.34 0.45
N: -0.76 -0.32 0.25
F: -0.37 -1.27 2.30
F: 2.63 -0.10 0.20
F: 2.03 -2.00 -0.69
H: -1.41 1.53 -0.62
H: 0.23 1.19 -0.64
H: -0.85 0.29 -1.60
H: 0.50 0.56 1.73
H: 2.86 -1.87 1.15
H: -1.39 -1.00 -0.03

Properties
**Kohn-Sham gap (alpha / beta)**: 8.3248 / 7.6195 eV
**Energy relative to the best compared isomer or geometry (same formula, charge and spin)**: 101.9 kcal per mole
**Spin multiplicity**: 1
**Strongest force on any atom**: 3.60 eV/Å
**LUMO (alpha / beta)**: 0.9 / 0.9 eV
**E_tot**: -472.11716 Eh
**HOMO level (alpha / beta)**: -7.378 / -6.682 eV

Atomic partial charges in e from the Mulliken method, atoms 1 to 8: number 1, C, carries -0.965; number 2, C, carries -0.070; number 3, C, carries 0.083; number 4, N, carries -0.050; number 5, F, carries -0.256; number 6, F, carries -0.235; number 7, F, carries -0.228; number 8, H, carries 0.318


Record 5
This record from OMol25 describes a structure of composition C3H6F3NO4S2 in a non-equilibrium geometry. The level of theory is wB97M-V/def2-TZVPD.

Element x y z (Å)
C: 1.08 0.15 -2.12
C: 2.40 -0.31 -2.71
H: 0.22 -0.21 -2.71
H: 1.00 1.25 -2.11
H: 2.49 -1.40 -2.69
H: 3.25 0.11 -2.14
H: 2.51 0.02 -3.75
H: 0.93 -0.21 -1.06
N: -0.96 -1.12 1.48
S: 0.64 -1.25 1.84
O: 1.07 -0.31 2.91
O: 0.88 -2.68 2.10
S: -1.88 -0.05 2.24
O: -1.22 0.69 3.33
O: -3.19 -0.65 2.49
C: -2.24 1.25 0.95
F: -1.12 1.84 0.57
F: -2.83 0.71 -0.10
F: -3.04 2.16 1.48

Properties
**Kohn-Sham gap (alpha / beta)**: 8.6698 / 8.3777 eV
**Energy relative to the best compared isomer or geometry (same formula, charge and spin)**: 0.0 kcal per mole
**Spin multiplicity**: 2
**Net charge**: -1
**<S²>**: 0.7559
**Strongest force on any atom**: 2.09 eV/Å
**LUMO (alpha / beta)**: 3.3 / 2.0 eV
**E_tot**: -1569.61502 Eh
**HOMO level (alpha / beta)**: -5.358 / -6.418 eV

Atomic partial charges in e from the Mulliken method, atoms 1 to 8: number 1, C, carries -0.467; number 2, C, carries -0.908; number 3, H, carries 0.289; number 4, H, carries 0.269; number 5, H, carries 0.270; number 6, H, carries 0.271; number 7, H, carries 0.292; number 8, H, carries 0.002


Record 6
This record from OMol25 describes a structure of composition C3H6FFeO2 in a non-equilibrium geometry. The level of theory is wB97M-V/def2-TZVPD.

Element x y z (Å)
O: 1.89 1.72 0.41
C: 0.65 1.75 0.12
C: -0.13 0.60 0.00
O: 0.63 -0.57 0.13
C: -0.11 -1.76 0.39
Fe: 2.60 -0.14 0.49
H: 0.14 2.72 0.03
H: -1.39 0.64 -1.35
H: -0.68 -2.05 -0.50
H: 0.61 -2.55 0.64
H: -0.80 -1.60 1.23
H: -1.11 0.59 0.51
F: -2.30 0.66 -2.09

Properties
**Kohn-Sham gap (alpha / beta)**: 7.6025 / 7.7713 eV
**Spin multiplicity**: 6
**<S²>**: 8.7548
**Strongest force on any atom**: 4.75 eV/Å
**LUMO (alpha / beta)**: 0.1 / -1.1 eV
**E_tot**: -1631.80020 Eh
**HOMO level (alpha / beta)**: -7.453 / -8.896 eV

Atomic partial charges in e from the Mulliken method, atoms 1 to 8: number 1, O, carries -0.566; number 2, C, carries 0.054; number 3, C, carries -0.327; number 4, O, carries -0.353; number 5, C, carries -0.616; number 6, Fe, carries 0.251; number 7, H, carries 0.343; number 8, H, carries 0.510


Record 7
This record from OMol25 describes a structure of composition C3H6FN in a non-equilibrium geometry. The level of theory is wB97M-V/def2-TZVPD.

Element x y z (Å)
C: 0.61 -1.51 1.38
C: 0.26 0.75 0.26
C: -0.35 0.30 -1.07
N: -1.12 -0.90 -0.94
F: 1.86 -1.57 1.81
H: -1.91 -0.78 -0.30
H: -0.53 1.10 0.82
H: 0.60 -0.30 0.79
H: 1.00 1.49 0.32
H: 0.50 0.29 -1.88
H: -0.91 1.14 -1.18

Properties
**Kohn-Sham gap (alpha / beta)**: 5.5598 / 5.6212 eV
**Energy relative to the best compared isomer or geometry (same formula, charge and spin)**: 193.7 kcal per mole
**Spin multiplicity**: 1
**Strongest force on any atom**: 4.66 eV/Å
**LUMO (alpha / beta)**: -1.7 / -1.6 eV
**E_tot**: -272.18244 Eh
**HOMO level (alpha / beta)**: -7.211 / -7.211 eV

Atomic partial charges in e from the Mulliken method, atoms 1 to 8: number 1, C, carries -0.116; number 2, C, carries -0.723; number 3, C, carries -0.250; number 4, N, carries -0.631; number 5, F, carries -0.073; number 6, H, carries 0.211; number 7, H, carries 0.365; number 8, H, carries 0.196


Record 8
This record from OMol25 describes the ion C3H6FN3 with charge +2 in a non-equilibrium geometry. The level of theory is wB97M-V/def2-TZVPD.

Element x y z (Å)
F: -0.58 -0.70 2.07
C: -0.40 -0.86 0.81
N: 1.08 -0.51 0.52
C: 1.40 0.24 -0.45
N: 0.38 0.74 -1.24
C: -0.86 0.71 -0.85
N: -1.28 -0.03 0.12
H: -0.75 -1.97 0.58
H: 1.60 -0.94 1.26
H: 2.46 0.52 -0.42
H: 0.78 1.54 -1.66
H: -1.66 1.37 -1.27
H: -2.17 -0.12 0.54

Properties
**Structure (SMILES)**: F[C@@H]1NC=[NH+]C=[NH+]1
**Kohn-Sham gap**: 11.0655 eV
**Energy relative to the best compared isomer or geometry (same formula, charge and spin)**: 0.0 kcal per mole
**Spin multiplicity**: 1
**Net charge**: +2
**Strongest force on any atom**: 4.39 eV/Å
**LUMO**: -10.9 eV
**E_tot**: -381.31298 Eh
**HOMO level**: -21.997 eV

Atomic partial charges in e from the Mulliken method, atoms 1 to 8: number 1, F, carries -0.213; number 2, C, carries 0.119; number 3, N, carries -0.001; number 4, C, carries 0.010; number 5, N, carries -0.071; number 6, C, carries 0.023; number 7, N, carries 0.000; number 8, H, carries 0.408


Record 9
This record from OMol25 describes a cluster of 2 separate species, C3H6FNO in total in a non-equilibrium geometry. The level of theory is wB97M-V/def2-TZVPD.

Element x y z (Å)
C: -1.26 -0.23 -0.65
C: 1.06 0.97 -0.54
C: -0.20 0.45 0.12
N: 0.41 -1.32 1.11
O: -2.41 -0.43 -0.39
F: -0.76 1.18 1.13
H: -0.78 -0.61 -1.66
H: 1.47 -0.01 -0.82
H: 1.77 1.34 0.25
H: 0.75 1.57 -1.42
H: 0.34 -1.11 2.07
H: -0.38 -1.81 0.82

Properties
**Kohn-Sham gap (alpha / beta)**: 9.2106 / 9.2090 eV
**Energy relative to the best compared isomer or geometry (same formula, charge and spin)**: 84.2 kcal per mole
**Spin multiplicity**: 1
**Strongest force on any atom**: 5.09 eV/Å
**LUMO (alpha / beta)**: -0.5 / -0.5 eV
**E_tot**: -347.65382 Eh
**HOMO level (alpha / beta)**: -9.748 / -9.746 eV

Atomic partial charges in e from the Mulliken method, atoms 1 to 8: number 1, C, carries -0.112; number 2, C, carries -0.947; number 3, C, carries 0.714; number 4, N, carries -0.624; number 5, O, carries -0.430; number 6, F, carries -0.268; number 7, H, carries 0.243; number 8, H, carries 0.328


Record 10
This record from OMol25 describes the molecule C3H6FNO in a non-equilibrium geometry. The level of theory is wB97M-V/def2-TZVPD.

Element x y z (Å)
N: -1.59 1.12 -0.04
C: -0.89 0.00 0.28
F: -1.11 -0.96 -0.70
C: 0.70 0.29 0.38
C: 1.59 -0.79 0.04
O: 1.31 0.18 -0.91
H: -2.53 1.00 -0.32
H: -1.16 1.33 -0.88
H: -1.13 -0.64 1.18
H: 0.94 1.12 1.07
H: 2.67 -0.95 0.25
H: 1.21 -1.70 -0.34

Properties
**Structure (SMILES)**: N[C@@H](F)[C@H]1CO1
**Kohn-Sham gap**: 11.4495 eV
**Energy relative to the best compared isomer or geometry (same formula, charge and spin)**: 58.7 kcal per mole
**Spin multiplicity**: 1
**Strongest force on any atom**: 4.26 eV/Å
**LUMO**: 1.2 eV
**E_tot**: -347.69448 Eh
**HOMO level**: -10.279 eV

Atomic partial charges in e from the Mulliken method, atoms 1 to 8: number 1, N, carries -0.647; number 2, C, carries 0.148; number 3, F, carries -0.342; number 4, C, carries -0.002; number 5, C, carries -0.314; number 6, O, carries -0.394; number 7, H, carries 0.262; number 8, H, carries 0.244